[1]
Formula: C2H4NO3P
Source: OMol25
Level of theory: the ωB97M-V functional and the def2-TZVPD basis

Element x y z (Å)
C (3.310, 0.701, 0.070)
C (1.944, 1.268, -0.254)
N (0.982, 0.482, -0.107)
O (4.304, 1.355, 0.137)
O (1.273, -2.073, -1.067)
O (3.163, -0.595, 0.149)
P (1.514, -1.517, 0.238)
H (-0.518, -2.957, 2.167)
H (1.805, 2.280, -0.282)
H (-0.016, 0.749, -0.278)
H (0.097, -3.271, 2.562)

Output
ΔE to the lowest compared entry with this formula, charge and spin	2.2967	eV
HOMO-LUMO gap	9.2	eV
LUMO energy	-0.960	eV



[2]
Formula: C23H34Cl2N3O3Rh
Source: OMol25
Level of theory: the ωB97M-V functional and the def2-TZVPD basis

Element x y z (Å)
O (0.016, 1.720, -3.538)
C (-0.441, 1.316, -4.598)
C (-0.107, 1.870, -5.946)
C (1.072, 2.623, -6.122)
H (1.838, 2.603, -5.349)
C (1.277, 3.381, -7.272)
H (2.168, 4.002, -7.371)
C (0.338, 3.363, -8.312)
H (0.452, 4.010, -9.182)
C (-0.756, 2.503, -8.201)
H (-1.462, 2.434, -9.024)
C (-0.964, 1.749, -7.045)
H (-1.801, 1.052, -6.999)
H (-1.165, 0.477, -4.554)
C (-2.122, 2.062, -0.968)
C (-1.802, 0.878, -0.132)
H (-2.820, 2.736, -0.453)
H (-2.518, 1.749, -1.942)
H (-1.182, 2.587, -1.191)
C (-2.518, 0.362, 0.882)
C (-3.694, 0.974, 1.580)
H (-2.207, -0.610, 1.263)
H (-4.202, 1.738, 0.978)
H (-3.441, 1.409, 2.558)
H (-4.403, 0.169, 1.795)
Rh (-0.021, -0.037, -0.447)
Cl (0.997, 2.044, -0.591)
Cl (-1.026, -0.936, -2.365)
H (3.640, -0.027, -3.472)
H (5.389, 0.937, -2.041)
C (2.898, 0.107, -2.673)
C (4.696, 0.998, -1.195)
N (3.591, 0.075, -1.393)
H (2.154, -0.693, -2.708)
C (3.158, -0.671, -0.388)
O (2.029, -1.230, -0.342)
H (5.216, 0.716, -0.272)
H (3.890, -0.803, 0.423)
H (2.386, 1.067, -2.810)
H (4.333, 2.031, -1.103)
H (-1.143, -5.324, 1.602)
H (-0.391, -6.129, -0.807)
C (-1.640, -4.501, 1.072)
C (-0.867, -5.221, -1.192)
N (-0.924, -4.205, -0.157)
H (-1.679, -3.624, 1.724)
C (-0.388, -3.007, -0.386)
O (-0.635, -2.000, 0.335)
H (-0.285, -4.811, -2.019)
H (0.284, -2.946, -1.249)
H (-2.658, -4.837, 0.842)
H (-1.876, -5.471, -1.539)
N (0.504, 0.323, 1.687)
C (0.355, -0.651, 2.739)
C (1.007, -1.873, 2.606)
C (0.716, -2.920, 3.485)
C (-0.124, -2.694, 4.575)
C (-0.726, -1.449, 4.750)
C (-0.487, -0.419, 3.830)
H (1.486, 0.551, 1.529)
H (0.051, 1.208, 1.927)
H (1.727, -2.018, 1.805)
H (1.151, -3.908, 3.328)
H (-0.325, -3.495, 5.288)
H (-1.390, -1.267, 5.597)
H (-0.950, 0.564, 3.962)

Output
ΔE to the lowest compared entry with this formula, charge and spin	1.4614	eV
HOMO-LUMO gap (alpha / beta)	6.2 / 5.8	eV
multiplicity	5
LUMO energy (alpha / beta)	0.522 / -2.048	eV



[3]
Formula: C49H35AlBrF4N5O5P
Source: OMol25
Level of theory: the ωB97M-V functional and the def2-TZVPD basis

Element x y z (Å)
Al (0.951, -0.605, 1.740)
C (-0.070, 0.491, 5.826)
C (1.187, 0.847, 6.302)
C (2.257, 0.878, 5.432)
C (2.063, 0.570, 4.088)
N (0.837, 0.245, 3.635)
C (-0.193, 0.191, 4.490)
C (3.151, 0.502, 3.082)
C (4.429, 0.987, 3.354)
C (5.429, 0.846, 2.406)
C (5.153, 0.205, 1.205)
C (3.872, -0.260, 0.938)
C (2.839, -0.108, 1.860)
H (-0.932, 0.438, 6.475)
H (1.331, 1.082, 7.348)
H (3.247, 1.116, 5.790)
H (-1.148, -0.111, 4.079)
H (4.656, 1.481, 4.290)
H (6.421, 1.226, 2.607)
H (5.937, 0.076, 0.469)
H (3.689, -0.748, -0.010)
F (0.288, 6.146, -2.873)
C (0.453, 4.879, -2.530)
C (0.301, 3.877, -3.470)
F (-0.009, 4.185, -4.722)
C (0.471, 2.555, -3.092)
F (0.348, 1.645, -4.056)
C (0.778, 2.181, -1.787)
P (0.903, 0.410, -1.293)
C (-0.470, -0.332, -2.246)
C (-0.316, -1.271, -3.263)
C (-1.429, -1.823, -3.879)
C (-2.707, -1.439, -3.495)
C (-2.868, -0.490, -2.497)
C (-1.755, 0.055, -1.875)
C (2.414, -0.130, -2.152)
C (3.349, 0.769, -2.654)
C (4.555, 0.313, -3.171)
C (4.836, -1.044, -3.192)
C (3.908, -1.949, -2.690)
C (2.710, -1.495, -2.163)
C (0.963, 3.219, -0.868)
Br (1.560, 2.912, 0.897)
C (0.793, 4.545, -1.228)
F (0.960, 5.529, -0.351)
H (0.670, -1.561, -3.597)
H (-1.296, -2.549, -4.670)
H (-3.573, -1.872, -3.980)
H (-3.858, -0.165, -2.204)
H (-1.893, 0.813, -1.110)
H (3.151, 1.834, -2.641)
H (5.273, 1.023, -3.559)
H (5.774, -1.398, -3.598)
H (4.125, -3.009, -2.702)
H (2.005, -2.200, -1.739)
O (0.782, -2.337, 2.685)
C (0.997, -2.920, 1.581)
O (1.013, -2.168, 0.551)
C (1.227, -4.374, 1.487)
C (1.686, -4.921, 0.294)
C (1.911, -6.284, 0.207)
C (1.658, -7.059, 1.323)
C (1.200, -6.540, 2.519)
C (0.987, -5.174, 2.599)
N (1.892, -8.522, 1.232)
O (2.260, -8.958, 0.164)
O (1.691, -9.177, 2.231)
H (1.867, -4.277, -0.555)
H (2.272, -6.749, -0.698)
H (1.024, -7.197, 3.357)
H (0.643, -4.722, 3.519)
C (-3.606, 2.762, -4.447)
C (-3.998, 2.807, -2.997)
C (-3.167, 3.396, -2.049)
C (-3.520, 3.470, -0.711)
C (-4.725, 2.922, -0.285)
N (-5.177, 3.014, 1.060)
C (-4.429, 3.186, 2.193)
O (-4.834, 3.749, 3.181)
N (-3.134, 2.637, 2.166)
C (-2.774, 1.369, 1.728)
C (-3.672, 0.385, 1.307)
C (-3.187, -0.867, 0.982)
C (-1.833, -1.134, 1.072)
N (-0.970, -0.192, 1.466)
C (-1.429, 1.032, 1.763)
C (-5.564, 2.321, -1.216)
C (-5.207, 2.280, -2.555)
H (-2.528, 2.640, -4.561)
H (-3.891, 3.684, -4.956)
H (-4.095, 1.935, -4.962)
H (-2.224, 3.827, -2.364)
H (-2.869, 3.976, -0.011)
H (-6.131, 3.317, 1.191)
H (-2.566, 3.025, 2.904)
H (-4.732, 0.595, 1.259)
H (-3.859, -1.649, 0.659)
H (-1.426, -2.099, 0.812)
H (-0.694, 1.762, 2.079)
H (-6.508, 1.899, -0.892)
H (-5.880, 1.817, -3.267)

Output
ΔE to the lowest compared entry with this formula, charge and spin	0.0000	eV
total charge	+1
HOMO-LUMO gap	7.9	eV
LUMO energy	-3.016	eV



[4]
Formula: C7H7N
Source: OMol25
Level of theory: the ωB97M-V functional and the def2-TZVPD basis

Element x y z (Å)
C (-2.420, -0.491, 0.489)
C (-1.269, -0.349, 0.218)
C (0.052, -0.079, -0.138)
C (0.624, 1.446, 0.511)
C (0.190, 1.772, -0.891)
C (0.817, -1.250, 0.422)
C (1.356, -2.166, 1.062)
H (-3.421, -0.296, 0.999)
H (1.732, 1.070, 0.680)
H (0.025, 1.827, 1.352)
H (0.527, 2.604, -1.447)
H (-0.930, 1.875, -1.035)
H (0.179, -0.117, -2.410)
H (1.568, -3.061, 1.711)
N (0.603, 0.401, -1.411)

Output
ΔE to the lowest compared entry with this formula, charge and spin	6.4528	eV
HOMO-LUMO gap	10.4	eV
LUMO energy	0.994	eV